# C8H34NO7

8 unconnected molecules or ions with the total composition C8H34NO7 at a distorted geometry (the ωB97M-V functional and the def2-TZVPD basis, the OMol25 dataset).

Output
Gap between HOMO and LUMO in Ha: 0.356
Total charge: +1
ΔE to the lowest compared entry with this formula, charge and spin in kJ/mol: 77.5
Electronic energy in Ha: -906.3751

```
50
Properties=species:S:1:pos:R:3:forces:R:3
N -1.345 -0.458 1.114 0.2104 -0.2900 -0.4960
H -0.432 -0.847 0.925 0.7662 -0.2149 -0.1234
H -1.561 0.114 0.310 0.1116 0.6659 -0.5519
H -1.306 0.102 1.954 -0.0547 0.0795 0.7168
H -1.994 -1.231 1.081 -0.6437 -0.3906 0.6024
C -2.555 -1.202 -3.186 -0.2328 0.6778 0.5240
O -1.137 -1.441 -3.152 -1.0067 0.0695 0.1403
H -2.867 -0.451 -3.911 0.3250 -0.2107 -0.5614
H -3.186 -2.086 -3.285 0.3396 -0.2519 -0.2238
H -2.859 -0.718 -2.258 0.3944 -0.2726 0.3565
H -0.882 -1.740 -4.028 0.1764 -0.0796 -0.0657
C -3.400 1.566 -0.517 -1.0028 0.3603 0.3857
O -2.028 1.299 -0.812 -0.9424 0.3613 -0.0203
H -3.611 2.630 -0.408 0.2363 0.1366 -0.2222
H -4.106 1.155 -1.238 0.2658 -0.0569 -0.3637
H -3.726 1.143 0.433 0.6225 -0.3107 0.1445
H -1.867 1.740 -1.649 0.4010 -0.1838 -0.2230
C 2.073 -1.981 3.684 -0.1419 1.4897 -0.8287
C 2.903 -1.915 2.370 -0.5198 0.0371 0.6777
C 2.820 -0.484 1.743 -0.5211 -1.1728 0.4237
O 4.233 -2.276 2.715 -0.1286 0.1268 -0.5065
H 2.217 -0.983 4.099 0.2357 0.0097 0.7558
H 2.367 -2.748 4.400 -0.0527 -0.0554 -0.3423
H 1.000 -1.964 3.492 -0.1153 -0.5467 -0.0695
H 2.494 -2.684 1.714 0.3750 0.0261 -0.3729
H 3.232 -0.390 0.739 0.4008 -0.1473 0.2350
H 3.273 0.205 2.456 0.1480 0.1600 -0.2376
H 1.769 -0.217 1.629 -0.1474 0.1281 0.1086
H 4.380 -1.840 3.558 0.4413 -0.0132 0.1379
C 1.264 1.438 -2.982 -0.1525 -0.6098 -0.9297
C 1.767 1.960 -1.697 0.3814 0.7475 1.0495
C 2.061 3.455 -1.700 1.1574 -0.0125 -0.1195
O 0.866 1.683 -0.649 -0.6165 -0.5497 0.8972
H 0.869 0.437 -2.809 -0.2424 0.0211 -0.0834
H 2.099 1.308 -3.669 -0.1119 0.2682 -0.2813
H 0.503 2.084 -3.419 -0.0890 -0.0310 -0.1795
H 2.637 1.350 -1.454 0.3227 0.3479 0.2089
H 2.664 3.679 -2.580 -0.3158 0.3265 -0.2435
H 2.680 3.806 -0.875 0.0091 -0.4558 0.2943
H 1.174 4.086 -1.632 -0.2777 -0.2031 -0.4946
H 0.114 2.277 -0.709 -0.0180 0.1321 0.0214
O 0.304 -1.843 -0.356 0.1351 -0.2634 0.2079
H -0.292 -1.730 -1.097 -0.2039 0.0988 -0.7223
H 1.064 -2.291 -0.727 0.2952 -0.1044 0.0097
O -0.969 0.909 3.369 -0.1790 0.1324 0.1775
H -0.251 1.217 3.922 0.3824 -0.0376 0.1221
H -1.643 1.584 3.453 -0.2646 0.2787 0.1632
O -3.355 -2.287 0.653 -0.0080 0.0438 -0.1140
H -3.188 -3.012 0.052 0.1423 -0.2935 -0.1974
H -4.263 -2.409 0.930 -0.2865 0.0325 0.2134
```
Forces are in eV/Å.


# C8H34O10

11 unconnected molecules or ions with the total composition C8H34O10 at a distorted geometry (the ωB97M-V functional and the def2-TZVPD basis, the OMol25 dataset).

Output
Gap between HOMO and LUMO in Ha: 0.333
ΔE to the lowest compared entry with this formula, charge and spin in kJ/mol: 0.0
SMILES string: C=C/C=C/CCCC.O.O.O.O.O.O.O.O.O.O
Electronic energy in Ha: -1077.5803

```
52
Properties=species:S:1:pos:R:3:forces:R:3
C -1.892 1.158 2.568 0.0753 0.2947 0.4824
C -0.667 0.467 3.149 0.2570 -0.4357 -0.0679
C 0.418 1.421 3.650 0.4449 -0.1656 -0.5535
C 0.787 2.589 2.708 -1.6082 0.3736 0.5765
C 2.729 1.213 -1.214 0.4107 -1.4406 -0.5704
C 3.247 1.166 0.006 -0.3033 1.8699 0.3849
C 2.584 1.690 1.222 0.4162 -0.0892 0.2622
C 1.360 2.176 1.399 0.0879 -0.6482 -0.5906
H -1.634 1.654 1.635 -0.2944 -0.1942 -0.1861
H -2.272 1.931 3.245 0.1019 -0.0125 0.0664
H -2.714 0.456 2.440 0.0413 -0.0596 -0.3539
H -0.245 -0.231 2.419 0.0245 0.2068 -0.2270
H -0.942 -0.191 3.978 -0.1363 0.1389 0.1219
H 0.130 1.767 4.637 -0.0350 0.4776 0.1046
H 1.359 0.904 3.765 0.2236 -0.6525 0.3390
H 1.373 3.297 3.294 0.3995 -0.0072 -0.2853
H -0.168 3.085 2.508 0.2060 0.3654 -0.0614
H 1.683 1.174 -1.453 -0.3992 0.6755 0.2842
H 3.366 1.015 -2.067 0.1423 -0.0749 0.0709
H 4.319 1.074 0.135 0.1138 -0.2013 -0.2237
H 3.269 1.793 2.052 0.0928 -0.2380 0.4318
H 0.698 2.175 0.535 -0.1537 0.0008 0.1145
H 0.263 -5.023 0.854 0.0335 0.0133 -0.0607
H 0.814 -3.928 1.742 -0.0166 0.1021 -0.1116
O 0.951 -4.848 1.502 -0.0121 -0.0690 0.1165
H -3.960 0.909 -0.519 -0.4011 0.1027 -0.7319
H -4.397 1.819 -1.756 -0.4426 -0.4344 0.1813
O -3.724 1.649 -1.100 0.8636 0.6421 0.2109
H 1.069 -0.955 -3.302 0.3007 0.3560 -0.0064
H 1.159 -2.385 -3.749 -0.0409 -0.2883 0.1353
O 0.852 -1.855 -3.007 -0.2553 -0.3836 -0.2329
H -1.163 2.193 -3.130 -0.2666 0.0126 0.1672
H -0.809 1.503 -1.760 -0.2485 -0.1220 -0.1429
O -0.439 1.905 -2.573 0.5824 -0.0244 -0.1050
H -1.451 -2.400 -0.857 0.0353 -0.1591 -0.4661
H -1.190 -2.255 -2.362 0.0472 -0.0156 -0.0205
O -1.898 -2.393 -1.720 -0.4540 -0.1200 0.2625
H 3.134 -0.683 1.683 -0.1747 0.1893 -0.1890
H 2.706 -1.949 2.369 -0.1982 -0.1654 -0.0860
O 2.397 -1.302 1.724 0.2456 -0.2212 0.2694
H -5.156 -0.849 0.286 0.0821 -0.2522 0.0545
H -3.942 -1.437 -0.488 -0.0428 -0.1254 -0.0016
O -4.739 -0.901 -0.580 -0.0751 0.1169 0.0699
H 1.098 -1.535 0.149 0.3352 -0.1752 -0.1579
H 0.612 -2.025 -1.307 0.6471 0.1426 0.2432
O 0.393 -1.958 -0.358 -0.4744 0.0150 0.4610
H 2.302 1.088 -3.949 0.1006 -0.0057 0.0102
H 0.823 0.967 -3.531 0.1207 0.2178 -0.2261
O 1.542 0.509 -4.029 -0.5882 0.1928 0.0594
H -0.802 -0.552 -0.453 -0.1567 0.3667 -0.1448
H -2.028 -0.143 -1.299 -0.0585 -0.0735 0.0146
O -1.415 0.195 -0.636 0.4050 -0.0186 0.3081
```
Forces are in eV/Å.


# C8H36O10

10 unconnected molecules or ions with the total composition C8H36O10 at a distorted geometry (the ωB97M-V functional and the def2-TZVPD basis, the OMol25 dataset).

Output
Gap between HOMO and LUMO in Ha: 0.351
ΔE to the lowest compared entry with this formula, charge and spin in kJ/mol: 309.1
SMILES string: CCO.CCO.CCO.CCO.O.O.O.O.O.O
Electronic energy in Ha: -1078.7048

```
54
Properties=species:S:1:pos:R:3:forces:R:3
O -0.338 -0.812 -2.266 0.1105 -0.0473 0.3501
H -0.513 -1.739 -2.429 -0.0311 -0.3319 0.0133
H -0.350 -0.409 -3.134 -0.0048 0.4110 -0.2997
O 0.184 -0.844 4.847 0.3747 0.1600 0.4444
H -0.272 -0.322 4.186 -0.1273 -0.0165 -0.1840
H -0.287 -1.677 4.861 -0.0566 -0.0792 -0.0193
O -0.503 0.338 0.533 0.0137 0.1772 -0.1350
H -0.542 -0.299 1.246 0.1648 -0.3105 0.4304
H -0.773 -0.153 -0.243 -0.2149 -0.1741 -0.5912
O -1.065 3.053 0.864 -0.3337 0.5621 0.0734
H -0.200 3.457 0.931 0.2226 0.1290 0.0053
H -0.887 2.142 0.630 0.1131 -0.5410 0.0166
O -1.352 -1.570 2.581 0.0677 0.1757 -0.2046
H -1.637 -2.438 2.867 0.0283 -0.3322 0.0128
H -2.160 -1.119 2.339 -0.4123 0.1800 -0.0331
O 2.062 0.505 -0.873 0.3963 0.4396 -0.2246
H 1.171 0.227 -0.661 -0.2760 -0.0387 0.2565
H 2.376 -0.150 -1.497 0.0647 -0.1103 -0.1470
C -3.487 -1.695 -2.120 0.9510 -0.4830 2.6219
C -3.469 -1.442 -3.558 -0.9703 0.3119 -0.3050
O -4.699 -1.962 -4.095 0.8348 0.4340 -0.2516
H -2.750 -1.061 -1.628 0.5111 -0.3507 0.0314
H -3.325 -2.749 -1.892 0.2391 -0.0559 0.1166
H -4.358 -1.424 -1.524 -0.7138 0.1863 -0.6942
H -2.599 -1.920 -4.009 -0.2384 -0.0779 -0.3317
H -3.362 -0.360 -3.635 -0.2545 0.1324 -0.8689
H -5.284 -1.831 -3.346 -0.5421 -0.1621 -0.3072
C 2.162 -2.243 0.671 -0.2013 -0.9169 0.5951
C 2.768 -3.590 1.174 -1.1425 0.7406 -0.1506
O 4.069 -3.337 1.569 1.4858 0.1693 0.5433
H 1.077 -2.184 0.593 -0.1618 -0.6322 -0.5254
H 2.641 -1.983 -0.274 -0.1227 0.2524 0.1457
H 2.318 -1.488 1.442 0.6896 0.0661 -0.1496
H 2.823 -4.399 0.446 -0.6881 0.0299 -0.3880
H 2.251 -3.961 2.058 -0.1460 0.0296 -0.0435
H 4.528 -3.006 0.793 0.3038 0.0930 0.0711
C -1.962 2.235 -2.865 0.1858 0.1985 -0.5039
C -0.511 2.659 -2.562 -0.1723 -1.0886 -0.7048
O 0.288 2.375 -3.748 -0.4795 0.1861 0.3317
H -2.358 2.820 -3.696 -0.0180 0.5265 0.1980
H -2.650 2.295 -2.022 0.1924 0.1880 0.1103
H -2.049 1.240 -3.301 0.4886 -0.3238 0.4154
H -0.070 2.069 -1.758 -0.2458 0.1601 0.2652
H -0.447 3.716 -2.303 -0.0055 -0.0254 -0.0845
H 1.049 1.860 -3.470 0.1385 0.1589 0.1200
C 2.452 1.340 3.081 -0.1862 -0.6992 -0.2048
C 2.376 2.807 3.393 -0.8134 1.0079 -1.1455
O 3.236 3.572 2.503 0.2874 -0.8591 0.4966
H 1.822 0.944 2.284 0.1168 0.8291 -0.7623
H 2.017 0.741 3.881 0.7427 0.0905 0.6452
H 3.483 1.091 2.832 -0.0225 -0.3514 0.3374
H 2.554 2.977 4.455 0.4371 0.1991 -0.0375
H 1.384 3.187 3.153 -0.4346 -0.1763 0.4579
H 3.167 4.511 2.695 -0.1446 -0.0405 0.1927
```
Forces are in eV/Å.


Q: Which of these has the lowest ΔE to the lowest compared entry with this formula, charge and spin?
A: C8H34O10


Q: Which of these has the lowest ΔE to the lowest compared entry with this formula, charge and spin?
A: C8H34O10


Q: Number 1 is which compound?
A: C8H34NO7


Q: ΔE to the lowest compared entry with this formula, charge and spin of number 3 (C8H36O10)?
A: 309.1 kJ/mol